1.
Entry from the OMol25 dataset: a gas-phase ion, C4H12NOS3 (charge +1) at a distorted geometry (ωB97M-V/def2-TZVPD).

XYZ file:
```
21
Properties=species:S:1:pos:R:3:lowdin_charge:R:1
C 1.5843 1.2403 -0.5844 -0.100
C -0.9812 -0.2472 -1.0904 -0.241
C 1.3327 0.1810 0.3840 -0.879
C -0.5196 -0.1858 0.4428 -1.048
N -2.3876 -0.6884 -1.0450 0.143
O 1.6382 0.6235 1.6459 -0.111
S 2.2246 -1.3852 -0.0263 0.866
S -0.6164 -1.8923 0.9701 0.770
S -1.2085 0.9190 1.6105 0.831
H 0.9954 2.1037 -0.4237 0.087
H 1.3101 0.8370 -1.6689 0.133
H 2.5989 1.4907 -0.7124 0.081
H -0.2245 -0.9498 -1.4771 0.106
H -0.9421 0.6632 -1.6432 0.115
H -2.4060 -1.3558 -0.2549 0.077
H -2.7205 -1.0536 -1.9511 0.187
H -2.9555 0.1117 -0.7488 0.162
H 2.5990 0.8537 1.5745 0.144
H 2.3487 -1.6872 1.2715 -0.093
H -0.4621 -1.6457 2.3038 -0.116
H -0.3509 0.9152 2.5915 -0.114
```

The total energy comes out at -1483.66898 Ha. Its expectation value of S² is 2.007. As for the net charge: +1. The HOMO energy (alpha / beta) is -7.94 / -12.73 eV. The orbital gap (alpha / beta) is 4.676 / 5.901 eV. The spin multiplicity is 3.


2.
Entry from the OMol25 dataset: C4H12NP in the gas phase at a distorted geometry (ωB97M-V/def2-TZVPD).

XYZ file:
```
18
Properties=species:S:1:pos:R:3:lowdin_charge:R:1
C 3.2738 -0.2351 0.6406 -0.443
P 2.0723 0.2636 -0.6615 0.834
N 0.2619 -0.4446 0.3886 -0.148
C -1.0170 0.1568 -0.1079 -0.576
C -1.3256 1.5678 0.4021 -0.134
C -2.1982 -0.6315 0.5093 -0.124
H 3.2184 -1.3023 1.0075 0.041
H 3.3199 0.5915 1.4083 0.032
H 4.2572 -0.1552 -0.0245 0.051
H 2.0058 -0.7685 -1.5288 -0.145
H 0.3393 -0.1160 1.3499 0.019
H -0.9852 0.3151 -1.2149 0.127
H -2.2470 1.9609 -0.0237 0.068
H -1.2943 1.4854 1.5771 0.108
H -0.4338 2.1586 0.1024 0.056
H -2.3827 -0.5872 1.6079 0.080
H -2.2292 -1.6922 0.1426 0.073
H -3.1759 -0.2612 0.0620 0.082
```

The total energy comes out at -555.61486 Ha. As for the net charge: 0. The value obtained for the relative energy (zero: lowest compared OMol25 entry of this formula, charge and spin) is 63.70 kcal/mol. The HOMO energy is -8.28 eV. The orbital gap is 9.008 eV. Its structure (SMILES) is CPNC(C)C.


3.
Entry from the OMol25 dataset: 2 unconnected molecules or ions with the total composition C4H12NP at a distorted geometry (ωB97M-V/def2-TZVPD).

XYZ file:
```
18
Properties=species:S:1:pos:R:3:lowdin_charge:R:1
C -0.8347 -1.2253 -0.2842 -0.386
C -0.2374 -2.3991 -0.9695 -0.224
C -1.3133 1.2032 1.0645 -0.276
C 1.3583 0.2204 1.3509 -0.282
N 0.8065 2.6746 -1.6282 0.004
P -0.0509 0.2839 0.1813 0.830
H -1.8464 -1.0596 -0.8002 0.076
H -0.6724 -2.3810 -2.0482 0.091
H -0.6700 -3.3742 -0.6132 0.078
H 0.8144 -2.4499 -1.1026 0.038
H -1.1871 0.6920 2.0244 0.044
H -1.1726 2.2604 1.0131 0.035
H -2.2247 0.8239 0.7149 0.011
H 1.5218 1.1405 1.9044 0.043
H 1.2091 -0.6213 2.0564 0.044
H 2.2167 -0.1938 0.7990 0.033
H 0.5382 1.9834 -2.3294 -0.079
H 1.7444 2.4218 -1.3336 -0.080
```

The total energy comes out at -555.53923 Ha. As for the net charge: 0. The value obtained for the relative energy (zero: lowest compared OMol25 entry of this formula, charge and spin) is 111.16 kcal/mol. The HOMO energy (alpha / beta) is -6.76 / -8.41 eV. The orbital gap (alpha / beta) is 6.736 / 8.429 eV.


4.
Entry from the OMol25 dataset: a molecular structure, C4H12NPdS3Sb at a distorted geometry (ωB97M-V/def2-TZVPD).

XYZ file:
```
22
Properties=species:S:1:pos:R:3:lowdin_charge:R:1
Pd -1.2109 -0.9126 0.0560 0.166
S -4.6964 -2.3987 2.2167 -0.378
Sb -2.4990 -2.8118 1.6823 0.103
S -1.2684 -0.8170 2.4227 -0.209
S -2.4056 -2.7937 -0.7953 -0.246
N -2.4634 1.0357 -0.7396 -0.004
H -2.8797 1.5309 0.0480 0.033
H -3.2002 0.7232 -1.3660 0.026
H -1.8370 1.6594 -1.2386 0.017
C 3.0373 0.1839 -0.2595 -0.110
C 1.5661 0.1135 0.1803 -0.557
C 0.9619 1.5204 0.2580 -0.124
C 0.7783 -0.7784 -0.7681 -0.246
H 3.6273 0.7936 0.4215 0.061
H 3.1062 0.6063 -1.2600 0.068
H 3.4605 -0.8184 -0.2794 0.065
H 1.5377 -0.3227 1.1934 0.097
H 0.9427 1.9842 -0.7301 0.070
H 1.5468 2.1536 0.9256 0.067
H -0.0596 1.4513 0.6536 0.023
H 1.2444 -1.7732 -0.8503 0.038
H 0.7112 -0.3297 -1.7710 0.038
```

The total energy comes out at -1777.08797 Ha. Its expectation value of S² is 3.777. As for the net charge: -1. The value obtained for the relative energy (zero: lowest compared OMol25 entry of this formula, charge and spin) is 14.20 kcal/mol. The HOMO energy (alpha / beta) is -3.57 / -3.95 eV. The orbital gap (alpha / beta) is 6.680 / 5.198 eV. The spin multiplicity is 4.


5.
Entry from the OMol25 dataset: 2 unconnected molecules or ions with the total composition C4H12NS2 (ωB97M-V/def2-TZVPD).

XYZ file:
```
19
Properties=species:S:1:pos:R:3:lowdin_charge:R:1
C 2.1306 -0.0862 -0.7447 -0.149
C 3.3182 0.3656 -0.4286 0.087
N 1.0050 0.8277 -1.0022 0.169
H 1.9006 -1.1301 -0.8843 0.125
H 4.1266 -0.3265 -0.2635 0.088
H 3.5127 1.4218 -0.3124 0.086
H 1.2516 1.7928 -0.7755 0.165
H 0.7570 0.7730 -1.9926 0.167
H 0.1628 0.5846 -0.4511 0.021
C -0.9826 -1.0496 1.3459 -0.174
C -2.2208 -1.0644 0.4887 -0.589
S -2.1923 0.0226 -0.9712 0.456
S -2.0128 1.9281 -0.1687 0.351
H -0.7947 -0.0607 1.7610 0.060
H -0.1074 -1.3896 0.7875 0.056
H -1.1034 -1.7529 2.1690 0.088
H -3.1169 -0.8332 1.0652 0.079
H -2.3835 -2.0412 0.0386 0.074
H -3.2507 2.0183 0.3390 -0.161
```

The total energy comes out at -1010.46170 Ha. As for the net charge: +1. The value obtained for the relative energy (zero: lowest compared OMol25 entry of this formula, charge and spin) is 21.20 kcal/mol. The HOMO energy is -12.82 eV. The orbital gap is 9.634 eV.


6.
Entry from the OMol25 dataset: 2 unconnected molecules or ions with the total composition C4H12NS2 at a distorted geometry (ωB97M-V/def2-TZVPD).

XYZ file:
```
19
Properties=species:S:1:pos:R:3:lowdin_charge:R:1
C 1.0090 -2.1516 -0.7983 -0.009
C 1.7268 0.3102 -0.7697 0.043
C -2.2186 -0.7271 2.2700 -0.355
C -0.0452 -0.5762 0.6027 -0.351
N 0.8609 -0.8132 -0.2732 -0.203
S -0.9348 3.2586 -1.3514 0.498
S -1.1205 -1.7267 1.3155 1.036
H 0.6968 -2.8017 0.0395 0.074
H 0.4262 -2.4334 -1.7156 0.145
H 2.0168 -2.1877 -0.9306 0.070
H 1.9839 0.1701 -1.8248 0.123
H 1.4214 1.2380 -0.5811 0.010
H 2.6082 0.1926 -0.0743 0.138
H -1.9869 -0.9302 3.3827 0.099
H -3.2190 -0.8551 2.1121 0.021
H -2.1376 0.2957 2.2441 0.023
H -0.2128 0.3927 0.9610 0.081
H 0.0038 4.1062 -0.9286 -0.215
H -0.5176 2.2960 -0.4032 -0.230
```

The total energy comes out at -1010.42175 Ha. As for the net charge: +1. The value obtained for the relative energy (zero: lowest compared OMol25 entry of this formula, charge and spin) is 46.27 kcal/mol. The HOMO energy is -12.90 eV. The orbital gap is 8.729 eV.


7.
Entry from the OMol25 dataset: 2 unconnected molecules or ions with the total composition C4H12O at a distorted geometry (ωB97M-V/def2-TZVPD).

XYZ file:
```
17
Properties=species:S:1:pos:R:3:lowdin_charge:R:1
C -2.0090 -0.2623 2.1417 -0.084
C -1.7715 -0.1703 0.6482 -0.323
O -1.1759 -1.3493 0.1165 -0.096
H -1.1916 -0.7877 2.6399 0.074
H -2.9232 -0.8474 2.2571 0.072
H -2.1317 0.6568 2.7118 0.069
H -2.6929 -0.1920 0.0675 0.116
H -1.2443 0.7213 0.3918 0.087
H -0.2280 -1.4447 0.2359 0.069
C 2.6077 0.6305 -1.1315 -0.163
C 1.2086 0.2774 -1.6191 -0.152
H 3.2759 -0.2059 -1.1049 0.049
H 3.0975 1.3149 -1.8298 0.062
H 2.6386 1.1217 -0.1600 0.061
H 0.8193 1.0126 -2.3256 0.069
H 0.4995 0.1490 -0.8124 0.019
H 1.2211 -0.6245 -2.2270 0.069
```

The total energy comes out at -234.80459 Ha. As for the net charge: 0. The value obtained for the relative energy (zero: lowest compared OMol25 entry of this formula, charge and spin) is 17.59 kcal/mol. The HOMO energy is -10.40 eV. The orbital gap is 11.352 eV. Its structure (SMILES) is CCO.CC.


8.
Entry from the OMol25 dataset: 2 unconnected molecules or ions with the total composition C4H12O at a distorted geometry (ωB97M-V/def2-TZVPD).

XYZ file:
```
17
Properties=species:S:1:pos:R:3:lowdin_charge:R:1
C -0.0135 1.6351 -0.6790 -0.137
C -0.9191 0.7487 0.1152 -0.274
C -0.1712 0.1772 1.4383 -0.245
C -0.9525 -1.0744 1.9215 -0.157
H 0.6709 2.3726 -0.0852 0.113
H -0.5770 2.3378 -1.1837 0.029
H 0.5902 1.0377 -1.3690 0.058
H -1.2627 -0.1891 -0.4001 0.109
H -1.8093 1.2484 0.4924 0.095
H -0.4672 0.9701 2.3154 0.141
H 0.9080 -0.0314 1.3543 0.091
H -2.0093 -0.8246 1.8801 0.067
H -0.7444 -1.4892 2.9034 0.061
H -0.7694 -1.9136 1.2987 0.044
O 1.7864 -1.1949 -2.5033 -0.011
H 1.1709 -1.8321 -2.1490 0.036
H 2.3463 -1.0474 -1.8072 -0.019
```

The total energy comes out at -234.79584 Ha. As for the net charge: 0. The value obtained for the relative energy (zero: lowest compared OMol25 entry of this formula, charge and spin) is 23.08 kcal/mol. The HOMO energy is -10.65 eV. The orbital gap is 11.452 eV. Its structure (SMILES) is CCCC.O.


9.
Entry from the OMol25 dataset: 2 unconnected molecules or ions with the total composition C4H12O at a distorted geometry (ωB97M-V/def2-TZVPD).

XYZ file:
```
17
Properties=species:S:1:pos:R:3:lowdin_charge:R:1
C 0.0296 0.8976 2.0064 -0.096
C -1.4856 0.7565 2.0631 -0.309
O -2.0158 -0.0655 1.0397 -0.078
H 0.5731 0.0267 1.6164 0.070
H 0.4340 1.0511 3.0137 0.072
H 0.4582 1.7068 1.4235 0.066
H -1.7984 0.4066 3.0441 0.104
H -1.8804 1.7607 1.8867 0.109
H -1.3289 -0.5680 0.6042 0.052
C 1.0369 0.0222 -2.2105 -0.157
C 0.8043 -1.4852 -1.9663 -0.166
H 1.7252 0.3903 -1.4576 0.057
H 1.3613 0.1942 -3.2294 0.055
H 0.0732 0.5104 -2.1778 0.055
H 0.5259 -1.9890 -2.8933 0.061
H -0.0998 -1.6272 -1.3577 0.045
H 1.5871 -1.9883 -1.4052 0.058
```

The total energy comes out at -234.80410 Ha. As for the net charge: 0. The value obtained for the relative energy (zero: lowest compared OMol25 entry of this formula, charge and spin) is 17.89 kcal/mol. The HOMO energy is -10.28 eV. The orbital gap is 11.255 eV. Its structure (SMILES) is CCO.CC.


10.
Entry from the OMol25 dataset: 2 unconnected molecules or ions with the total composition C4H12O (ωB97M-V/def2-TZVPD).

XYZ file:
```
17
Properties=species:S:1:pos:R:3:lowdin_charge:R:1
C 0.7043 0.4985 -1.3176 -0.101
C 0.7717 0.5984 0.2044 -0.479
C -0.4579 -0.0491 0.8458 -0.091
C 2.0940 -0.0149 0.7074 -0.084
H 1.6711 0.7824 -1.7550 0.076
H 0.5150 -0.5396 -1.6059 0.076
H -0.0601 1.1541 -1.7426 0.077
H 0.7468 1.6543 0.4757 0.121
H -1.2288 0.6635 1.1203 0.073
H -0.2382 -0.6103 1.7607 0.071
H -0.9193 -0.7857 0.1891 0.054
H 2.8988 0.6980 0.5695 0.072
H 2.0083 -0.2944 1.7570 0.067
H 2.2949 -0.9365 0.1601 0.077
O -3.9456 -0.8072 -0.5908 -0.060
H -3.7204 -1.0592 0.3101 0.029
H -3.1346 -0.9524 -1.0880 0.022
```

The total energy comes out at -234.82976 Ha. As for the net charge: 0. The value obtained for the relative energy (zero: lowest compared OMol25 entry of this formula, charge and spin) is 1.79 kcal/mol. The HOMO energy is -11.45 eV. The orbital gap is 12.349 eV. Its structure (SMILES) is CC(C)C.O.


11.
Entry from the OMol25 dataset: 2 unconnected molecules or ions with the total composition C4H12O at a distorted geometry (ωB97M-V/def2-TZVPD).

XYZ file:
```
17
Properties=species:S:1:pos:R:3:lowdin_charge:R:1
C 0.8129 0.7029 2.1453 -0.126
C 1.6962 0.6234 0.9125 -0.322
C 1.6558 -0.6954 0.1833 -0.125
H 0.3142 1.6593 2.3298 0.066
H 1.3474 0.3808 3.0344 0.066
H -0.0523 0.0271 2.0642 0.067
H 1.4010 1.3525 0.1770 0.091
H 2.7196 0.8965 1.1852 0.098
H 2.6687 -1.0016 -0.0813 0.067
H 1.2212 -1.4365 0.8575 0.071
H 1.1283 -0.6641 -0.7585 0.043
C -2.6545 -0.1999 -1.6287 -0.140
O -1.2239 -0.2467 -1.4915 -0.144
H -2.8795 0.8136 -1.9401 0.078
H -3.1162 -0.4248 -0.6676 0.073
H -2.9421 -0.9728 -2.3352 0.075
H -1.0503 -1.1911 -1.4782 0.061
```

The total energy comes out at -234.80025 Ha. As for the net charge: 0. The value obtained for the relative energy (zero: lowest compared OMol25 entry of this formula, charge and spin) is 20.31 kcal/mol. The HOMO energy is -10.45 eV. The orbital gap is 11.373 eV. Its structure (SMILES) is CCC.CO.


12.
Entry from the OMol25 dataset: 2 unconnected molecules or ions with the total composition C4H12O at a distorted geometry (ωB97M-V/def2-TZVPD).

XYZ file:
```
17
Properties=species:S:1:pos:R:3:lowdin_charge:R:1
C 1.8040 0.7662 1.9903 -0.099
C 0.3279 0.5335 2.0287 -0.303
O -0.3738 1.7182 1.5994 -0.102
H 2.1987 1.5310 2.6619 0.077
H 2.0507 1.3668 1.1115 0.065
H 2.5496 -0.0252 1.9085 0.076
H 0.0371 -0.3123 1.3963 0.102
H -0.1274 0.4456 3.0048 0.109
H 0.0534 2.0551 0.7969 0.074
C -1.6521 -1.2239 -1.6240 -0.175
C -0.5445 -0.7713 -2.5710 -0.174
H -2.4552 -1.8003 -2.0885 0.059
H -1.1825 -2.0288 -1.0245 0.061
H -1.9617 -0.5050 -0.8664 0.060
H -0.2067 -1.5065 -3.2833 0.059
H 0.2715 -0.4072 -1.9523 0.050
H -0.7890 0.1639 -3.0883 0.060
```

The total energy comes out at -234.79531 Ha. As for the net charge: 0. The value obtained for the relative energy (zero: lowest compared OMol25 entry of this formula, charge and spin) is 23.41 kcal/mol. The HOMO energy is -10.40 eV. The orbital gap is 11.284 eV. Its structure (SMILES) is CCO.CC.